Record 1
A single C9H12BClO3 molecule, computed with the ωB97M-V functional and the def2-TZVPD basis.

- Strongest force on any atom: 5.469 eV Å⁻¹
- SMILES string: CB1C=C(OC(C)=O)[C@@H](C)[C@@H]1C(=O)Cl
- Total charge: 0
- Highest occupied orbital energy: -10.00 eV
- Molecular weight: 214.5 u
- Gap between HOMO and LUMO: 0.366 hartree

Cartesian coordinates (Å):
B 0.284 -1.013 -1.802
C 1.228 -0.475 -0.803
C 0.633 0.195 0.246
C -2.034 -1.898 -0.543
C 1.213 0.945 2.493
C -1.289 -0.653 -1.045
C -0.879 0.151 0.242
C 0.495 -1.858 -3.053
C 2.029 1.973 3.072
C -1.422 1.547 0.078
O -2.100 -2.442 0.511
O 0.521 0.174 3.102
O 1.347 0.932 1.142
Cl -2.942 -2.625 -1.921
H 2.346 -0.583 -1.040
H -1.941 0.018 -1.532
H -1.257 -0.399 1.097
H 0.334 -1.302 -3.977
H -0.312 -2.594 -3.102
H 1.534 -2.367 -3.200
H 2.907 1.522 3.731
H 1.546 2.524 3.768
H 2.522 2.522 2.232
H -0.734 2.270 -0.410
H -1.653 1.956 1.085
H -2.377 1.482 -0.373

Record 2
A molecular structure, C9H12BiI2IrO5S, computed with the ωB97M-V functional and the def2-TZVPD basis.

- Strongest force on any atom: 6.685 eV Å⁻¹
- 2S+1: 5
- Total charge: +4
- Highest occupied orbital energy (alpha / beta): -23.45 / -23.86 eV
- Molecular weight: 887.3 u
- Gap between HOMO and LUMO (alpha / beta): 0.259 / 0.185 hartree

Cartesian coordinates (Å):
I -2.897 1.342 2.086
I 3.131 -0.700 1.926
Ir 1.754 0.382 0.003
Bi -0.731 1.666 0.257
S 0.058 -1.046 0.934
C -2.235 1.499 -2.269
C -1.138 4.452 -0.127
C -0.636 -2.229 -0.325
C -0.011 -3.583 -0.021
C -0.334 -1.817 -1.747
C -2.130 -2.278 -0.027
C 2.770 1.972 0.150
C 2.370 -0.084 -1.709
O -1.163 5.566 -0.340
O -2.643 1.193 -3.288
O 3.452 2.898 0.307
O 2.829 -0.385 -2.731
H -0.398 -4.319 -0.737
H -0.283 -3.914 0.987
H 1.079 -3.553 -0.115
H -0.895 -2.476 -2.418
H 0.730 -1.932 -1.951
H -0.630 -0.787 -1.955
H -2.581 -3.051 -0.666
H -2.631 -1.322 -0.220
H -2.287 -2.557 1.022
C 1.113 3.054 2.609
O 0.596 1.992 1.905
H 0.480 3.184 3.508
H 1.115 4.009 2.056
H 2.148 2.826 2.897

Record 3
2 unconnected molecules or ions with the total composition C9H12BrClSi, computed with the ωB97M-V functional and the def2-TZVPD basis.

- Strongest force on any atom: 1.387 eV Å⁻¹
- Total charge: 0
- Highest occupied orbital energy (alpha / beta): -8.45 / -8.45 eV
- Molecular weight: 263.6 u
- Gap between HOMO and LUMO (alpha / beta): 0.232 / 0.232 hartree

Cartesian coordinates (Å):
C -0.770 1.161 1.619
C -0.937 -1.212 1.369
C -0.012 1.235 0.476
C -0.207 -1.147 0.207
C -1.243 -0.061 2.096
C 0.295 0.080 -0.275
C -2.042 -0.143 3.353
C 2.029 1.214 -1.706
C 1.063 0.116 -1.466
Si 1.016 -1.254 -2.779
Cl 2.431 -2.604 -2.188
Br -1.063 1.285 -3.264
H -1.015 2.068 2.153
H -1.289 -2.171 1.723
H 0.294 2.206 0.119
H 0.029 -2.055 -0.325
H -1.387 -0.397 4.188
H -2.519 0.808 3.577
H -2.802 -0.918 3.279
H 2.973 0.936 -1.228
H 1.717 2.164 -1.280
H 2.224 1.347 -2.767
H -0.260 -1.948 -2.835
H 1.475 -0.710 -4.047

Record 4
A single C9H12BrNO molecule, computed with the ωB97M-V functional and the def2-TZVPD basis.

- Strongest force on any atom: 4.241 eV Å⁻¹
- SMILES string: C/C(=C/C=C\C=C(/C)Br)C(N)=O
- Total charge: 0
- Highest occupied orbital energy: -8.37 eV
- Molecular weight: 230.1 u
- Gap between HOMO and LUMO: 0.316 hartree

Cartesian coordinates (Å):
C -1.284 1.566 0.582
C 0.013 1.861 0.418
C -1.836 0.261 0.940
C 0.979 0.790 0.342
C -0.905 -0.973 -0.933
C -1.707 -0.914 0.304
C 2.205 0.720 -0.263
C -2.379 -2.164 0.873
C 3.015 1.776 -1.036
N 0.035 -1.973 -0.928
O -0.957 -0.337 -1.958
Br 3.379 -0.658 0.299
H -2.055 2.465 0.722
H 0.506 2.785 0.363
H -2.403 0.426 1.831
H 0.558 0.040 0.970
H -2.239 -2.998 0.032
H -3.519 -2.088 1.044
H -1.977 -2.399 1.804
H 3.389 2.663 -0.399
H 2.310 2.297 -1.768
H 3.871 1.210 -1.522
H 0.348 -2.407 -0.032
H 0.649 -1.949 -1.684

Record 5
A molecular structure, C9H12Cl2N4O3TlY, computed with the ωB97M-V functional and the def2-TZVPD basis.

- Strongest force on any atom: 7.597 eV Å⁻¹
- Total charge: +4
- Highest occupied orbital energy (alpha / beta): -22.86 / -23.02 eV
- Molecular weight: 588.4 u
- Gap between HOMO and LUMO (alpha / beta): 0.139 / 0.221 hartree

Cartesian coordinates (Å):
Y 2.012 2.493 -2.908
Tl 1.015 -0.034 -1.833
Cl -0.370 2.654 -1.811
Cl 3.814 1.684 -1.385
C 2.551 -1.746 -1.310
C 0.520 3.115 -5.006
C 3.682 2.464 -4.807
O 3.205 -2.677 -1.067
O -0.167 3.489 -5.868
O 4.555 2.527 -5.576
C 0.751 -0.436 1.454
N -0.136 -0.239 0.314
C -1.102 0.838 0.653
N -1.930 0.416 1.786
C -1.037 0.169 2.921
N -0.066 -0.890 2.610
C -0.787 -2.116 2.236
N -1.677 -1.885 1.089
C -0.846 -1.429 -0.065
C -2.632 -0.816 1.407
H 1.281 0.481 1.721
H 1.490 -1.219 1.209
H -1.783 1.009 -0.195
H -0.583 1.766 0.912
H -1.670 -0.161 3.769
H -0.491 1.114 3.157
H -0.037 -2.895 1.951
H -1.404 -2.442 3.088
H -1.513 -1.255 -0.921
H -0.138 -2.239 -0.315
H -3.240 -1.134 2.276
H -3.266 -0.606 0.511

Record 6
A gas-phase ion, C9H12ClNO2P (charge -1), computed with the ωB97M-V functional and the def2-TZVPD basis.

- Strongest force on any atom: 4.896 eV Å⁻¹
- SMILES string: C[C@@H](c1ccccc1)N(C)[P@@](=O)([O-])Cl
- Total charge: -1
- Highest occupied orbital energy: -4.94 eV
- Molecular weight: 232.6 u
- Gap between HOMO and LUMO: 0.298 hartree

Cartesian coordinates (Å):
C -3.086 -1.411 -0.188
C -2.082 -1.974 -0.933
C -2.771 -0.565 0.782
C -0.691 -1.640 -0.702
C -1.454 -0.213 1.106
C -0.423 -0.727 0.308
C 0.955 1.241 1.051
C 1.941 0.109 -1.735
C 0.929 -0.276 0.570
N 1.883 -0.607 -0.483
O 3.542 -1.193 1.565
O 4.380 -1.773 -0.717
P 3.664 -0.891 0.157
Cl 4.496 1.023 -0.024
H -4.072 -1.489 -0.430
H -2.296 -2.621 -1.708
H -3.624 -0.266 1.427
H 0.026 -2.092 -1.284
H -1.491 0.525 1.956
H 0.487 1.870 0.283
H 0.268 1.264 1.987
H 1.957 1.593 1.198
H 2.762 -0.362 -2.300
H 1.047 -0.291 -2.169
H 1.953 1.145 -1.772
H 1.379 -0.796 1.449

Record 7
A single C9H12F3NO molecule, computed with the ωB97M-V functional and the def2-TZVPD basis.

- Strongest force on any atom: 4.349 eV Å⁻¹
- Total charge: 0
- Highest occupied orbital energy (alpha / beta): -7.03 / -8.21 eV
- Molecular weight: 207.2 u
- Gap between HOMO and LUMO (alpha / beta): 0.248 / 0.310 hartree

Cartesian coordinates (Å):
C 0.969 0.847 1.031
C -0.843 -0.703 0.523
C 2.114 1.459 1.086
C -0.666 -0.874 -1.011
C 0.432 -0.094 -1.580
C -2.057 -0.735 -1.554
C 1.783 -0.836 -1.678
C -1.038 0.764 2.275
C 0.277 1.253 -1.977
N -0.170 0.252 1.243
O -1.582 -1.515 1.050
F 1.428 1.929 -1.774
F 0.009 1.323 -3.340
F -0.698 1.965 -1.342
H 2.594 1.331 1.948
H 2.589 1.909 0.280
H -0.369 -1.972 -1.173
H -1.967 -0.884 -2.610
H -2.679 0.219 -1.339
H -2.581 -1.517 -1.135
H 1.978 -1.113 -0.697
H 2.417 -0.198 -2.100
H 1.822 -1.677 -2.394
H -0.421 0.994 3.108
H -1.600 1.550 1.830
H -1.735 -0.007 2.582

Record 8
A molecular structure, C9H12FN, computed with the ωB97M-V functional and the def2-TZVPD basis.

- Strongest force on any atom: 5.619 eV Å⁻¹
- Total charge: 0
- Highest occupied orbital energy: -8.58 eV
- Molecular weight: 153.2 u
- Gap between HOMO and LUMO: 0.337 hartree

Cartesian coordinates (Å):
C 3.611 -0.448 -0.340
C 1.405 0.133 0.828
C 0.587 -0.089 -0.446
C -0.881 0.071 -0.258
C -1.574 1.240 -0.193
C -2.989 1.187 -0.126
C -3.671 -0.059 0.139
C -2.925 -1.170 0.166
C -1.581 -1.086 -0.181
H 2.584 -0.855 -1.204
H 4.346 -1.405 0.423
H 4.608 0.510 -0.947
H 3.036 1.477 0.278
H 1.327 -0.846 1.369
H 1.097 0.772 1.712
H 1.013 -0.909 -0.927
H 1.029 0.793 -1.023
H -1.079 2.163 -0.165
H -3.457 2.257 -0.188
H -3.274 -2.159 0.415
H -0.940 -1.899 -0.140
N 2.825 0.420 0.592
F -5.100 -0.097 0.217